Molecular formula: C26H19ClFN9O6S2Ta
Method: DFT, ωB97M-V with the def2-TZVPD basis set

Results
**Frontier orbital gap**: 7.01 eV
**E**: -3359.24740 hartree
**Relative energy (zero: lowest compared OMol25 entry of this formula, charge and spin)**: 0.1068 eV
**Maximum force**: 0.0298 hartree/bohr
**Highest occupied orbital energy**: -16.4 eV

Structure (ORCA input):
```
! RIJCOSX wB97M-V def2-TZVPD def2/J DEFGRID3
* xyz 3 1
C 1.491 1.724 1.321
N 3.348 -0.765 -2.730
C -0.155 -1.393 2.026
O 1.193 -0.570 -3.180
C 1.797 -0.311 3.128
O 0.616 1.186 -1.701
H 3.133 2.686 2.297
N 2.706 -1.623 5.011
F 5.955 -2.851 -3.998
N 1.038 -3.428 4.843
H -2.796 -2.043 0.199
H 1.337 2.509 0.592
C -2.445 4.549 2.652
C -2.124 -3.257 1.829
C 2.659 0.788 3.188
C 1.831 -1.443 4.033
C 0.876 -2.477 3.935
H 3.374 0.139 -0.819
Cl -4.756 4.856 4.004
C -1.572 3.921 1.769
S -1.745 -1.378 -2.014
O 0.937 -0.779 -0.851
C 0.814 -0.324 2.143
C -3.284 2.244 1.382
C -1.172 -3.416 2.812
H 1.670 -2.335 -4.982
H -2.748 1.910 -1.935
N 2.464 -2.055 -4.419
H -2.280 1.365 -4.282
C -3.688 1.052 0.709
C -3.724 4.043 2.904
N 0.668 0.674 1.253
H -5.153 2.514 2.446
C 4.795 -2.274 -3.810
H -0.597 4.339 1.562
O 3.764 -3.562 -5.539
C -0.164 -2.456 2.923
C -2.003 2.768 1.151
N -1.860 1.521 -2.248
C 2.497 1.812 2.276
C -4.157 2.899 2.264
C 2.316 -1.143 -3.469
H 3.164 1.265 -2.194
C -2.073 -0.510 -3.440
N -2.348 -1.153 -4.563
H 3.430 0.823 3.946
N -1.077 -1.248 1.034
H -2.672 -0.679 -5.394
H -2.415 -2.160 -4.552
O -1.223 2.087 0.273
H -4.733 0.743 0.816
C 2.928 0.274 -1.802
N -2.072 0.828 -3.450
H -2.137 5.456 3.154
Ta -0.725 0.415 -0.438
C -2.048 -2.174 0.965
H -2.936 -3.961 1.715
C 1.410 0.080 -1.747
C 3.703 -2.733 -4.693
S 2.311 -3.007 5.730
H -1.200 -4.250 3.502
O -2.960 0.323 0.000
H -1.204 2.279 -2.431
H 5.404 -0.977 -2.232
C 4.615 -1.337 -2.876
*
```

Molecular formula: C26H19CsN8O4
Method: DFT, ωB97M-V with the def2-TZVPD basis set

Results
**Frontier orbital gap**: 5.61 eV
**E**: -1761.51245 hartree
**Relative energy (zero: lowest compared OMol25 entry of this formula, charge and spin)**: 0.0000 eV
**Maximum force**: 0.0072 hartree/bohr
**Highest occupied orbital energy**: -1.5 eV

Structure (ORCA input):
```
! RIJCOSX wB97M-V def2-TZVPD def2/J DEFGRID3
* xyz -2 1
N 1.978 -3.317 -3.748
Cs -0.448 -0.517 0.333
H 2.428 -5.530 -4.632
H -1.937 5.757 -0.328
H -1.732 -2.574 5.589
C -2.984 2.642 -2.293
H -1.414 1.568 -4.925
C -1.323 4.275 3.265
H -1.686 4.912 4.063
C -0.497 -0.336 -5.376
C 2.797 -3.079 -1.195
C -0.761 0.773 -4.591
H -3.038 6.034 -2.523
N 2.044 -2.086 -1.728
H 2.550 -1.967 5.618
N -0.442 2.611 1.227
C 2.703 -4.244 -3.114
H -0.396 1.676 -2.665
C -0.782 -2.342 5.127
C 0.080 2.534 2.452
C 0.839 -1.185 -3.598
O -3.125 -1.950 3.625
C -1.861 4.361 1.997
O -1.959 -2.477 1.758
H 0.123 3.224 4.481
N 3.215 -2.930 0.050
N 0.607 -0.111 -2.851
C -2.094 -2.165 2.962
N 3.038 -5.360 -3.851
H 0.855 1.787 2.601
C -2.864 5.043 -2.118
C -2.008 3.589 -0.386
C 1.684 -2.261 -2.976
C -0.325 3.342 3.502
H 3.275 -6.163 -3.292
H 0.542 -2.237 -5.437
H -3.746 4.014 -3.781
C 0.316 -1.343 -4.876
C -2.248 4.876 -0.886
H 3.761 -3.674 0.447
H -3.305 1.791 -2.898
C -1.400 3.509 0.982
H 2.986 -2.101 0.639
H -2.663 5.052 1.776
C 0.416 -2.325 5.818
C -3.248 3.902 -2.819
C -0.184 0.844 -3.327
C 1.500 -1.651 3.797
C -0.772 -2.048 3.765
C 1.579 -1.989 5.144
O 3.847 -1.396 3.651
C -2.335 2.394 -1.061
N 3.141 -4.199 -1.868
N 0.346 -1.700 3.130
C 2.782 -1.282 3.023
O 2.629 -0.969 1.810
H -0.933 -0.426 -6.364
H 0.447 -2.577 6.874
*
```

Molecular formula: C26H19F4NO6
Method: DFT, ωB97M-V with the def2-TZVPD basis set

Results
**Frontier orbital gap**: 8.40 eV
**E**: -1907.73938 hartree
**Maximum force**: 0.0671 hartree/bohr
**Highest occupied orbital energy**: -9.5 eV

Structure (ORCA input):
```
! RIJCOSX wB97M-V def2-TZVPD def2/J DEFGRID3
* xyz 0 1
H -2.069 -2.703 2.408
C -2.152 -1.649 2.127
H -1.253 -0.246 7.502
C -3.461 0.117 1.072
C -3.369 -1.111 1.726
O -2.324 0.465 4.396
H -5.580 -2.178 6.839
H -0.770 -3.331 7.425
C 0.071 -1.092 3.212
C 2.446 -1.151 2.349
H -2.476 -4.122 9.071
F -2.277 1.928 0.064
C -4.125 -3.264 7.994
C 1.454 0.988 2.935
O -6.315 -3.870 8.436
C 0.902 -0.864 5.526
C -0.735 0.685 7.750
O 1.149 0.188 6.327
C -2.758 -3.511 8.220
H -1.910 -2.247 4.195
H 2.366 -2.235 2.240
N -5.102 -4.013 8.715
H -0.538 -2.942 5.089
C -1.814 -3.024 7.329
C -1.040 -0.785 2.199
F 2.754 2.985 2.721
C 0.857 2.461 6.998
O 1.727 -1.750 5.427
C 2.654 1.615 2.568
C -3.568 -1.889 6.087
H -4.416 0.540 0.773
C 0.131 1.186 6.615
C -2.257 0.769 0.812
F -4.532 -1.754 2.097
O -0.581 1.458 5.396
H 0.115 3.254 7.151
C -1.251 -2.105 5.054
C 1.371 -0.397 2.841
C -0.368 -0.883 4.659
C 3.614 -0.485 1.981
H 0.581 1.588 3.204
H 0.270 -2.167 3.116
H -3.896 -1.281 5.241
C -4.523 -2.402 6.956
H 1.548 2.728 6.194
F 4.686 -1.226 1.514
H -1.457 1.451 8.058
H -0.070 0.500 8.601
O -4.705 -4.813 9.595
C 3.745 0.903 2.069
H 1.411 2.274 7.923
C -2.189 -2.207 6.234
H 4.665 1.401 1.779
H -0.110 0.824 1.049
C -1.033 0.315 1.326
C -1.189 0.380 4.814
*
```